C6H7N2O3S | ωB97M-V/def2-TZVPD

Its HOMO energy (spin up / spin down) is -3.1091 / -4.7220 eV. The value obtained for the total energy is -966.07581 hartree. The calculation puts the largest force on an atom at 6.719 eV/A. The expectation value of S² is 2.02. For the relative energy (zero: lowest compared OMol25 entry of this formula, charge and spin), the calculation gives 0.00 kcal per mole.

The geometry in ORCA input format:
```
! wB97M-V def2-TZVPD RIJCOSX def2/J DEFGRID3
* xyz -1 3
C -0.455 2.521 -1.318
C 0.277 0.748 -0.287
C -1.087 0.854 -0.088
C 2.542 -2.009 0.626
C 2.492 -0.798 0.250
C -1.933 0.118 0.898
N -1.492 1.935 -0.748
N 0.637 1.748 -1.151
O 3.884 0.622 1.779
O 3.287 1.677 -0.408
O 4.888 -0.171 -0.269
S 3.753 0.538 0.292
H -0.550 3.354 -2.003
H 3.438 -2.496 1.072
H 1.659 -2.632 0.816
H -2.005 0.818 1.758
H -2.917 -0.124 0.588
H -1.158 -0.684 1.098
H 1.594 1.910 -1.318
*
```

C47H42BCdClI2N3O7PSSi | ωB97M-V/def2-TZVPD

Its HOMO energy is -2.1463 eV. The value obtained for the total energy is -4784.69109 hartree. The calculation puts the largest force on an atom at 1.223 eV/A. For the relative energy (zero: lowest compared OMol25 entry of this formula, charge and spin), the calculation gives 0.00 kcal per mole.

The geometry in ORCA input format:
```
! wB97M-V def2-TZVPD RIJCOSX def2/J DEFGRID3
* xyz -2 1
Cd 0.596 -0.301 0.506
I 6.192 -5.295 -2.753
C 5.007 -3.979 -1.618
C 5.456 -3.550 -0.375
C 4.646 -2.707 0.358
I 5.278 -2.047 2.241
C 3.359 -2.243 -0.069
O 2.654 -1.474 0.651
C 2.953 -2.731 -1.360
C 1.620 -2.332 -1.942
N 0.475 -2.640 -1.088
C 0.293 -4.046 -0.780
C 1.088 -4.450 0.440
C 2.202 -5.276 0.342
C 2.941 -5.546 1.480
C 2.528 -5.001 2.685
C 1.384 -4.218 2.693
N 0.675 -3.939 1.602
C 3.771 -3.572 -2.097
H 6.419 -3.856 0.010
H 1.518 -2.830 -2.917
H 1.604 -1.254 -2.123
H -0.365 -2.264 -1.508
H 0.570 -4.698 -1.624
H -0.763 -4.197 -0.552
H 2.500 -5.666 -0.623
H 3.841 -6.147 1.422
H 3.085 -5.166 3.599
H 1.019 -3.790 3.622
H 3.425 -3.923 -3.063
Cl -1.388 -1.744 3.684
C -3.106 -1.922 3.482
C -3.780 -2.613 4.475
C -5.146 -2.819 4.367
C -5.824 -2.314 3.272
C -5.140 -1.598 2.298
C -3.765 -1.378 2.368
P -2.751 -0.444 1.106
C -4.007 0.038 -0.145
C -4.765 -0.945 -0.783
C -5.602 -0.627 -1.845
C -5.664 0.679 -2.311
C -4.865 1.652 -1.726
C -4.039 1.335 -0.656
C -2.683 1.118 2.127
C -1.472 1.678 2.521
C -1.433 2.813 3.324
C -2.613 3.413 3.731
C -3.834 2.874 3.333
C -3.866 1.734 2.547
H -3.227 -2.992 5.325
H -5.673 -3.371 5.136
H -6.892 -2.469 3.175
H -5.696 -1.184 1.469
H -4.679 -1.978 -0.465
H -6.187 -1.405 -2.323
H -6.311 0.931 -3.144
H -4.867 2.662 -2.119
H -3.380 2.089 -0.241
H -0.528 1.273 2.184
H -0.468 3.223 3.598
H -2.588 4.308 4.342
H -4.761 3.348 3.633
H -4.823 1.319 2.249
C -1.278 4.749 0.375
Si -0.528 3.725 -0.998
C -1.407 4.157 -2.602
C 1.260 4.209 -1.174
O -0.800 2.161 -0.623
H -1.314 5.809 0.094
H -0.661 4.659 1.275
H -2.292 4.424 0.631
H -1.314 5.224 -2.834
H -2.474 3.913 -2.539
H -0.986 3.587 -3.437
H 1.352 5.292 -1.309
H 1.731 3.706 -2.022
H 1.817 3.936 -0.272
O 4.797 5.156 2.221
S 4.671 3.785 2.667
O 5.441 3.439 3.840
N 3.138 3.327 2.800
C 2.802 2.405 1.881
O 1.705 1.835 1.805
C 3.928 2.087 0.925
C 3.899 1.280 -0.197
C 5.086 1.076 -0.891
C 6.269 1.682 -0.471
C 6.283 2.531 0.631
C 5.094 2.717 1.306
H 2.973 0.827 -0.523
H 5.095 0.429 -1.759
H 7.187 1.493 -1.015
H 7.196 3.015 0.958
O 0.697 1.163 -2.260
B -0.293 0.929 -1.145
O -1.392 0.149 -1.833
C -1.165 0.235 -3.153
C -1.971 -0.197 -4.183
C -1.516 -0.017 -5.499
C -0.284 0.566 -5.752
C 0.539 0.996 -4.697
C 0.080 0.828 -3.409
H -2.934 -0.650 -3.974
H -2.139 -0.335 -6.327
H 0.053 0.694 -6.774
H 1.502 1.456 -4.881
*
```